1.
{"formula": "C6H10", "method": "ωB97M-V with the def2-TZVPD basis set", "e_tot_ev": -6383.8332, "charge": 0, "smiles": "C1=CCCCC1", "homo_lumo_gap_ev": 10.30, "de_lowest_kcal_mol": 0.61, "lumo_energy_ha": 0.04433, "species": ["C", "C", "C", "C", "C", "C", "H", "H", "H", "H", "H", "H", "H", "H", "H", "H"], "positions_angstrom": [[0.6776, 0.9877, 0.5745], [1.3079, -0.2872, 0.0123], [0.4391, -0.9449, -1.0809], [-1.0326, -0.6434, -0.9579], [-1.5668, 0.0589, 0.0406], [-0.7159, 0.6748, 1.1227], [0.5904, 1.7477, -0.2145], [1.3177, 1.4117, 1.3570], [1.4518, -0.9891, 0.8444], [2.3055, -0.0779, -0.3905], [0.5755, -2.0350, -1.0447], [0.7842, -0.6406, -2.0794], [-1.6725, -1.0386, -1.7457], [-2.6428, 0.2260, 0.0743], [-0.6235, -0.0263, 1.9666], [-1.1958, 1.5763, 1.5212]], "forces_ev_per_angstrom": [[0.03, 0.04, -0.01], [0.02, -0.05, 0.00], [0.07, 0.02, 0.00], [-0.08, 0.08, 0.13], [0.07, -0.09, -0.15], [0.01, 0.03, 0.04], [0.00, -0.13, 0.10], [-0.08, -0.08, -0.09], [-0.06, 0.07, -0.12], [-0.13, -0.04, 0.07], [0.00, 0.17, -0.07], [-0.08, -0.01, 0.15], [0.04, 0.03, 0.14], [0.17, -0.07, -0.02], [-0.04, 0.14, -0.08], [0.07, -0.11, -0.09]]}

=====

2.
{"formula": "C6H10", "method": "ωB97M-V with the def2-TZVPD basis set", "e_tot_ev": -6382.3909, "charge": 0, "smiles": "C#CCCCC", "homo_lumo_gap_ev": 11.04, "de_lowest_kcal_mol": 33.87, "lumo_energy_ha": 0.04142, "species": ["C", "C", "C", "C", "C", "C", "H", "H", "H", "H", "H", "H", "H", "H", "H", "H"], "positions_angstrom": [[1.6866, 1.1030, 1.4816], [1.0431, 0.8245, 0.1261], [-0.0146, -0.2771, 0.1803], [-0.6383, -0.4996, -1.2104], [-1.9208, -1.2363, -1.1407], [-3.0191, -1.7317, -1.0464], [0.9251, 1.4086, 2.2102], [2.4319, 1.9035, 1.4089], [2.1823, 0.2055, 1.8728], [0.5669, 1.7396, -0.2574], [1.8145, 0.5416, -0.6046], [0.4275, -1.2162, 0.5415], [-0.8023, -0.0097, 0.8976], [-0.8067, 0.4810, -1.6713], [0.0928, -1.0146, -1.8521], [-3.9789, -2.2035, -0.9464]], "forces_ev_per_angstrom": [[-0.02, 0.00, 0.02], [-0.02, -0.05, -0.04], [-0.01, -0.01, 0.02], [-0.10, -0.25, 0.18], [-0.45, 0.06, -0.10], [0.62, 0.10, 0.01], [0.16, -0.04, -0.10], [-0.13, -0.16, 0.06], [-0.07, 0.17, -0.06], [0.14, -0.14, 0.08], [-0.10, 0.08, 0.11], [-0.08, 0.17, -0.06], [0.13, 0.01, -0.16], [-0.15, -0.16, 0.01], [-0.32, 0.02, 0.11], [0.39, 0.19, -0.07]]}

=====

3.
{"formula": "C6H10", "method": "ωB97M-V with the def2-TZVPD basis set", "e_tot_ev": -6378.0769, "charge": 0, "homo_lumo_gap_ev": 8.88, "de_lowest_kcal_mol": 133.35, "lumo_energy_ha": 0.03789, "species": ["C", "C", "C", "C", "C", "C", "H", "H", "H", "H", "H", "H", "H", "H", "H", "H"], "positions_angstrom": [[0.0080, 0.0790, -1.3372], [-0.8059, -0.0497, -0.1280], [-0.8931, -1.4142, 0.5405], [0.4090, 1.0945, 1.3952], [1.4534, 1.0566, 0.5199], [1.9060, 0.7913, -0.6149], [-1.2292, -0.3696, -1.3871], [0.4888, -0.7999, -1.7533], [-0.1169, 0.9434, -1.9803], [-1.5913, 0.6771, 0.0504], [-0.5834, -1.3724, 1.5857], [-1.9050, -1.8324, 0.5086], [-0.2209, -2.1158, 0.0340], [-0.0936, 2.0503, 1.5518], [0.4000, 0.4381, 2.2637], [2.7738, 0.8237, -1.2490]], "forces_ev_per_angstrom": [[-0.11, -0.03, -0.07], [-0.09, -0.07, -0.09], [0.03, -0.05, 0.04], [0.16, 0.08, 0.07], [-0.05, -0.10, -0.31], [0.07, 0.16, 0.41], [-0.01, 0.00, -0.01], [-0.06, 0.11, 0.11], [0.02, -0.14, 0.10], [0.14, -0.09, -0.04], [-0.07, 0.00, -0.14], [0.13, 0.09, 0.00], [-0.11, 0.11, 0.07], [0.07, -0.15, -0.04], [0.03, 0.05, -0.17], [-0.15, 0.03, 0.07]]}

=====

4.
{"formula": "C6H10", "method": "ωB97M-V with the def2-TZVPD basis set", "e_tot_ev": -6383.6139, "charge": 0, "smiles": "C=C1CCCC1", "homo_lumo_gap_ev": 10.45, "de_lowest_kcal_mol": 5.66, "lumo_energy_ha": 0.04312, "species": ["C", "C", "C", "C", "C", "C", "H", "H", "H", "H", "H", "H", "H", "H", "H", "H"], "positions_angstrom": [[-0.7161, -1.9572, 0.6453], [-0.0947, -0.9394, 0.0596], [1.0687, -0.1759, 0.6397], [0.4548, 1.2302, 0.6111], [-0.1127, 1.3175, -0.8174], [-0.6030, -0.1270, -1.1193], [-0.3157, -2.4235, 1.5432], [-1.6603, -2.3384, 0.2647], [-0.3808, 1.2361, 1.3231], [1.3715, -0.5254, 1.6309], [1.9446, -0.2129, -0.0265], [1.1427, 2.0383, 0.8741], [-0.9129, 2.0585, -0.9050], [0.6796, 1.6154, -1.5154], [-0.1753, -0.5019, -2.0580], [-1.6929, -0.1894, -1.2055]], "forces_ev_per_angstrom": [[0.06, 0.05, -0.10], [-0.08, -0.11, 0.10], [0.01, -0.05, 0.06], [0.00, 0.07, 0.02], [0.01, 0.08, -0.03], [-0.03, -0.02, -0.01], [-0.05, 0.07, -0.16], [0.16, -0.02, -0.02], [0.18, 0.13, -0.03], [-0.09, 0.05, -0.13], [-0.16, -0.01, 0.10], [-0.05, -0.09, -0.11], [0.10, -0.12, 0.01], [-0.13, -0.08, 0.11], [-0.09, 0.06, 0.15], [0.17, -0.02, 0.00]]}

=====

5.
{"formula": "C6H10", "method": "ωB97M-V with the def2-TZVPD basis set", "e_tot_ev": -6382.6602, "charge": 0, "smiles": "C=C(C)C(=C)C", "homo_lumo_gap_ev": 9.43, "de_lowest_kcal_mol": 27.66, "lumo_energy_ha": 0.03326, "species": ["C", "C", "C", "C", "C", "C", "H", "H", "H", "H", "H", "H", "H", "H", "H", "H"], "positions_angstrom": [[1.5372, 1.2445, -0.2901], [0.1294, 0.6223, -0.2653], [-0.6935, 1.1516, -1.1879], [0.7484, -1.2568, 1.1502], [-0.2082, -0.5750, 0.5138], [-1.5691, -1.1801, 0.3174], [1.9399, 1.1285, -1.2926], [1.4575, 2.2849, -0.0032], [2.2366, 0.7196, 0.3553], [-1.6265, 0.6627, -1.4284], [-0.4892, 2.1587, -1.5276], [0.6161, -2.2558, 1.5492], [1.6977, -0.8178, 1.4224], [-1.6376, -1.5593, -0.7083], [-1.8288, -1.9475, 1.0275], [-2.3099, -0.3805, 0.3674]], "forces_ev_per_angstrom": [[-0.49, -0.85, 0.68], [0.38, 0.92, -1.03], [-0.34, -0.29, 1.30], [0.08, 0.14, 0.77], [0.71, -1.14, -0.55], [-0.10, 0.79, -0.75], [-0.03, 0.28, -0.07], [0.28, 0.25, -0.03], [-0.02, 0.28, 0.21], [-0.23, 0.40, 0.00], [0.11, -0.28, -0.74], [-0.41, 0.11, 0.13], [0.16, -0.03, -0.46], [-0.07, -0.20, 0.15], [0.14, -0.26, 0.20], [-0.15, -0.11, 0.18]]}

=====

6.
{"formula": "C6H10", "method": "ωB97M-V with the def2-TZVPD basis set", "e_tot_ev": -6380.9458, "charge": 0, "smiles": "CC[C@]12C[C@H]1C2", "homo_lumo_gap_ev": 9.69, "de_lowest_kcal_mol": 67.19, "lumo_energy_ha": 0.04308, "species": ["C", "C", "C", "C", "C", "C", "H", "H", "H", "H", "H", "H", "H", "H", "H", "H"], "positions_angstrom": [[1.6377, -0.7098, -0.4149], [0.5522, -0.0326, -1.2482], [-0.5529, 0.2186, -0.2786], [-0.9777, 1.4728, 0.3747], [-0.5106, 0.3432, 1.2317], [-1.2346, -0.7827, 0.5732], [2.6072, -0.6523, -0.9428], [1.4350, -1.7855, -0.3170], [0.1967, -0.6479, -2.0827], [0.9084, 0.9162, -1.6690], [-2.0172, 1.7645, 0.4599], [-0.2699, 2.2943, 0.2103], [-0.1202, 0.3823, 2.2397], [1.4016, -0.2077, 0.6155], [-2.3132, -0.8098, 0.6719], [-0.7425, -1.7636, 0.5766]], "forces_ev_per_angstrom": [[-0.22, 0.06, 0.42], [-0.09, 0.01, 0.00], [0.31, 0.05, 0.43], [-0.49, 0.35, 0.04], [-0.72, 0.16, 0.16], [-0.49, -0.15, 0.10], [-0.14, 0.32, 0.91], [-0.05, 0.23, 0.11], [0.08, 0.10, 0.10], [-0.06, -0.16, 0.14], [-0.32, 0.17, -0.39], [-0.30, -0.08, 0.30], [1.05, -0.13, -0.55], [2.00, -1.08, -1.69], [-0.32, -0.12, -0.34], [-0.25, 0.27, 0.26]]}

=====

7.
{"formula": "C6H10", "method": "ωB97M-V with the def2-TZVPD basis set", "e_tot_ev": -6381.7930, "charge": 0, "homo_lumo_gap_ev": 10.45, "de_lowest_kcal_mol": 47.65, "lumo_energy_ha": 0.04569, "species": ["C", "C", "C", "C", "C", "C", "H", "H", "H", "H", "H", "H", "H", "H", "H", "H"], "positions_angstrom": [[0.9749, -1.2197, 0.1885], [-0.4730, -1.0494, -0.0898], [-1.2851, -0.0106, 0.6047], [-0.5082, 1.2912, 0.6271], [0.6954, 1.0736, -0.8399], [0.6414, -0.4268, -1.0280], [1.4434, -0.6636, 0.9945], [1.3487, -2.2248, 0.0618], [-1.0626, -1.9509, -0.2904], [-2.2825, 0.1057, 0.1480], [-1.3899, -0.5642, 1.5459], [0.2375, 1.3039, 1.4276], [-1.1931, 2.1542, 0.8308], [1.5867, 1.4562, -0.3328], [0.6295, 1.5941, -1.8264], [0.6369, -0.8689, -2.0216]], "forces_ev_per_angstrom": [[0.32, -0.31, 0.30], [0.28, 0.21, -1.26], [0.20, -0.44, 0.20], [1.06, -0.15, -1.18], [-1.60, 0.46, 1.41], [-1.55, -0.22, 0.42], [-0.01, -0.08, 0.03], [0.15, -0.05, 0.03], [0.57, 0.20, -0.56], [0.44, -0.09, 0.07], [-0.52, 1.08, 0.67], [-0.16, -0.04, -0.10], [0.88, -0.39, -0.95], [0.06, -0.36, -0.30], [-0.69, -0.07, 1.06], [0.56, 0.23, 0.17]]}

=====

8.
{"formula": "C6H10", "method": "ωB97M-V with the def2-TZVPD basis set", "e_tot_ev": -6382.2322, "charge": 0, "smiles": "C[C@H]1[C@H]2CC[C@@H]12", "homo_lumo_gap_ev": 10.14, "de_lowest_kcal_mol": 37.53, "lumo_energy_ha": 0.04405, "species": ["C", "C", "C", "C", "C", "C", "H", "H", "H", "H", "H", "H", "H", "H", "H", "H"], "positions_angstrom": [[-1.5293, -0.2234, -0.9379], [-0.0504, -0.0145, -1.1511], [0.8573, 0.7192, -0.2256], [0.5119, 0.5655, 1.2514], [0.8678, -0.9367, 1.0572], [1.0242, -0.7887, -0.4643], [-2.0585, 0.7304, -1.0205], [-1.7552, -0.6634, 0.0398], [-1.9225, -0.9041, -1.7009], [0.2148, 0.2128, -2.1808], [1.6590, 1.3677, -0.5300], [1.1379, 1.1703, 1.9249], [-0.5365, 0.7558, 1.5411], [0.1129, -1.6174, 1.4443], [1.8648, -1.1665, 1.4434], [1.8536, -1.1928, -1.0485]], "forces_ev_per_angstrom": [[-0.03, 0.05, 0.06], [-0.04, 0.12, -0.12], [0.31, 0.57, -0.19], [0.06, -0.22, -0.09], [-0.18, -0.28, 0.37], [0.38, 0.37, 0.23], [-0.07, -0.12, 0.02], [0.08, 0.12, -0.13], [0.04, 0.10, 0.13], [-0.07, -0.20, 0.01], [-0.31, 0.60, -0.42], [-0.02, -0.51, -0.22], [0.36, -0.04, -0.33], [0.13, -0.43, 0.05], [-0.31, -0.06, 0.26], [-0.32, -0.09, 0.36]]}